The following is a quantum chemistry calculation of a structure of composition C38H36F12IN5O5PRe at a distorted geometry, from OMol25.

```
99
C38H36F12IN5O5PRe (ωB97M-V with the def2-TZVPD basis set)
Re -0.26 -0.24 -0.19
C -0.53 6.62 -0.28
C -0.12 5.19 -0.07
C 0.30 4.73 1.17
C 0.65 3.41 1.36
C 0.61 2.50 0.30
N 0.92 1.15 0.56
C 2.09 0.91 1.33
C 3.19 1.75 1.12
C 4.34 1.61 1.86
C 4.46 0.63 2.84
C 5.71 0.47 3.64
C 3.38 -0.22 3.02
C 2.21 -0.12 2.27
C 1.07 -1.09 2.48
O 0.27 -1.19 1.36
C 0.20 -0.64 3.67
F -0.14 0.66 3.52
F 0.85 -0.74 4.84
F -0.94 -1.33 3.77
C 1.55 -2.56 2.69
F 0.51 -3.40 2.63
F 2.40 -2.89 1.70
F 2.18 -2.77 3.85
C 0.21 2.95 -0.97
C -0.15 4.28 -1.12
C 0.27 2.00 -2.16
O -0.04 0.68 -1.86
C 1.70 2.03 -2.75
F 1.82 1.21 -3.81
F 2.60 1.64 -1.84
F 2.04 3.27 -3.15
C -0.77 2.35 -3.26
F -0.86 1.37 -4.17
F -0.49 3.48 -3.93
F -1.98 2.49 -2.71
H -0.26 7.23 0.58
H -1.61 6.71 -0.42
H -0.05 7.05 -1.16
H 0.35 5.42 2.01
H 0.97 3.07 2.33
H 3.12 2.53 0.38
H 5.17 2.29 1.68
H 6.21 1.43 3.78
H 6.41 -0.20 3.16
H 5.50 0.07 4.63
H 3.45 -0.99 3.77
H -0.45 4.64 -2.10
O -6.68 -2.30 -2.29
C -5.52 -2.59 -3.04
C -4.34 -1.92 -2.39
C -3.14 -1.80 -3.08
C -2.06 -1.23 -2.45
N -2.13 -0.76 -1.20
C -3.29 -0.82 -0.54
C -4.41 -1.41 -1.10
C -3.32 -0.12 0.77
C -4.37 -0.20 1.66
C -4.37 0.63 2.78
C -5.53 0.58 3.75
O -6.75 0.94 3.12
C -3.32 1.52 2.93
C -2.28 1.50 2.01
N -2.27 0.69 0.97
H -7.43 -2.72 -2.71
H -5.59 -2.25 -4.07
H -5.32 -3.68 -3.05
H -3.03 -2.15 -4.10
H -1.10 -1.11 -2.94
H -5.35 -1.44 -0.57
H -5.20 -0.88 1.49
H -5.33 1.20 4.63
H -5.67 -0.45 4.10
H -6.73 1.88 2.91
H -3.29 2.21 3.76
H -1.42 2.15 2.12
I -1.70 -6.72 0.15
C -0.79 -4.93 -0.23
C 0.55 -4.69 -0.46
N 0.68 -3.38 -0.67
N -0.48 -2.74 -0.57
C -1.40 -3.67 -0.31
H 1.39 -5.36 -0.48
H 1.50 -2.78 -0.83
H -2.43 -3.39 -0.16
C 4.76 -0.58 -2.31
P 3.42 -1.78 -2.25
C 2.88 -2.03 -3.94
C 4.17 -3.33 -1.72
O 2.30 -1.35 -1.34
H 5.63 -1.00 -2.81
H 5.03 -0.28 -1.30
H 4.43 0.31 -2.85
H 3.72 -2.26 -4.60
H 2.38 -1.13 -4.29
H 2.17 -2.86 -3.98
H 5.06 -3.55 -2.31
H 3.47 -4.15 -1.84
H 4.45 -3.25 -0.67
```

Output
Gap between HOMO and LUMO (spin up / spin down) (eV): 6.3 / 6.8
HOMO (spin up / spin down) (eV): -9.63 / -9.93
Total charge: +1
M (g/mol): 1214.797
Relative energy (zero: lowest compared OMol25 entry of this formula, charge and spin) (eV): 0.000
Spin multiplicity: 4
Electronic energy (a.u.): -4035.30570
Expectation value of S²: 3.764